Below is 13 unconnected molecules or ions with the total composition C13H13Cl39 in a non-equilibrium geometry, with properties calculated with the ωB97M-V functional and the def2-TZVPD basis.

Results
Calculated total energy: -18450.5890 hartree
ΔE to the lowest compared entry with this formula, charge and spin: 0.000 eV
LUMO energy: 0.145 eV
Strongest force on any atom: 1.408 eV/Å

The geometry in ORCA input format:
```
! RIJCOSX wB97M-V def2-TZVPD def2/J DEFGRID3
* xyz 0 1
Cl -0.278 -1.929 -4.393
Cl -3.723 2.688 1.852
Cl 2.537 -5.022 2.274
H -4.010 0.702 0.557
Cl 3.561 -2.220 -2.900
Cl -6.572 -2.996 0.925
Cl 3.791 1.542 -3.481
C 1.331 4.370 1.944
Cl -1.219 4.476 6.565
C -3.422 2.146 -2.780
C -5.200 -3.463 -0.124
Cl 3.231 -4.864 -3.925
Cl 5.099 0.389 3.250
Cl 0.686 6.231 -5.020
H -0.761 5.048 -3.548
Cl -0.459 3.552 -5.322
H -4.475 -4.058 0.417
C 4.716 1.721 -2.042
Cl 4.603 -4.059 0.407
H 1.209 0.612 0.204
H 2.616 -2.899 -4.928
C 3.488 -3.203 -4.343
Cl -3.850 -0.070 2.796
C -4.407 1.065 1.534
C 3.192 -5.051 0.588
Cl 1.266 4.298 -2.984
C -1.713 -2.513 -3.418
Cl 3.582 -6.690 0.046
Cl 1.344 -1.680 -0.287
C -1.821 3.314 5.371
Cl 1.089 4.781 3.650
Cl -2.973 -3.246 -4.429
Cl 1.044 5.822 0.981
Cl 0.231 3.085 1.349
Cl -0.756 1.907 5.189
H 0.809 -3.120 3.284
H 2.388 -4.703 -0.106
Cl -5.658 -4.322 -1.613
Cl -0.035 -4.062 5.275
C -0.150 -3.058 3.787
Cl -2.847 0.581 -3.381
H 5.283 0.799 -1.889
C 0.606 -0.088 -0.343
H 2.325 4.023 1.810
Cl -3.457 2.851 5.730
Cl -1.009 -0.165 0.448
Cl -2.095 2.955 -1.957
C 0.068 4.790 -4.179
Cl -0.561 -1.438 4.169
Cl -4.386 -1.923 -0.593
C 3.394 0.115 3.835
Cl -6.190 1.107 1.530
Cl 5.829 3.062 -2.113
Cl 2.275 0.986 2.814
Cl 3.598 1.867 -0.611
H 3.328 0.481 4.844
H -2.099 -1.717 -2.807
Cl 0.481 0.509 -2.024
H -3.744 2.723 -3.627
Cl -1.146 -3.660 -2.212
Cl 4.943 -2.950 -5.336
Cl -4.848 2.042 -1.653
Cl 3.125 -1.620 3.868
H -1.806 3.858 4.413
Cl -1.401 -3.707 2.663
*
```

Okay, here come the Löwdin numbers, in e, for every atom: number 1, Cl, carries 0.472; number 2, Cl, carries 0.490; number 3, Cl, carries 0.516; number 4, H, carries -0.062; number 5, Cl, carries 0.500; number 6, Cl, carries 0.516; number 7, Cl, carries 0.546; number 8, C, carries -1.497; number 9, Cl, carries 0.517; number 10, C, carries -1.438; number 11, C, carries -1.455; number 12, Cl, carries 0.555; number 13, Cl, carries 0.484; number 14, Cl, carries 0.522; number 15, H, carries -0.030; number 16, Cl, carries 0.534; number 17, H, carries 0.013; number 18, C, carries -1.547; number 19, Cl, carries 0.540; number 20, H, carries -0.101; number 21, H, carries -0.008; number 22, C, carries -1.586; number 23, Cl, carries 0.483; number 24, C, carries -1.552; number 25, C, carries -1.547; number 26, Cl, carries 0.505; number 27, C, carries -1.528; number 28, Cl, carries 0.525; number 29, Cl, carries 0.519; number 30, C, carries -1.590; number 31, Cl, carries 0.540; number 32, Cl, carries 0.535; number 33, Cl, carries 0.534; number 34, Cl, carries 0.487; number 35, Cl, carries 0.489; number 36, H, carries -0.080; number 37, H, carries 0.016; number 38, Cl, carries 0.522; number 39, Cl, carries 0.508; number 40, C, carries -1.563; number 41, Cl, carries 0.561; number 42, H, carries 0.017; number 43, C, carries -1.500; number 44, H, carries -0.013; number 45, Cl, carries 0.550; number 46, Cl, carries 0.492; number 47, Cl, carries 0.530; number 48, C, carries -1.562; number 49, Cl, carries 0.524; number 50, Cl, carries 0.480; number 51, C, carries -1.480; number 52, Cl, carries 0.509; number 53, Cl, carries 0.563; number 54, Cl, carries 0.541; number 55, Cl, carries 0.484; number 56, H, carries 0.016; number 57, H, carries -0.093; number 58, Cl, carries 0.478; number 59, H, carries 0.011; number 60, Cl, carries 0.516; number 61, Cl, carries 0.524; number 62, Cl, carries 0.535; number 63, Cl, carries 0.554; number 64, H, carries -0.007; number 65, Cl, carries 0.484